(1)
The molecule C8H10BNO2 at a distorted geometry, computed with the ωB97M-V functional and the def2-TZVPD basis.

```
! RIJCOSX wB97M-V def2-TZVPD def2/J DEFGRID3
* xyz 0 1
B 1.75 -1.89 0.16
C 1.68 2.43 0.01
C 0.57 1.71 0.14
C 2.91 1.79 -0.18
C 1.97 -0.26 0.13
C 0.70 0.35 0.10
C -0.42 -0.64 0.01
C -1.10 -0.51 -1.28
C -1.34 -0.91 1.17
N 3.11 0.47 -0.10
O 0.47 -2.14 0.04
O 2.73 -2.81 0.11
H 1.66 3.55 -0.31
H -0.45 2.19 0.08
H 3.77 2.39 -0.46
H -1.74 -1.47 -1.39
H -0.25 -0.37 -1.90
H -1.87 0.19 -1.44
H -0.82 -1.19 2.06
H -2.19 -1.45 1.03
H -1.58 0.17 1.47
H 2.31 -3.59 -0.22
*
```

E	-540.96803	a.u.
frontier orbital gap	9.99	eV
ΔE to the lowest compared entry with this formula, charge and spin	0.0	kcal per mole

Calculated atomic charges, method Mulliken, unit e: 0.685 -0.491 -0.377 -0.228 0.004 0.122 1.495 -1.498 -1.528 -0.567 -0.648 -0.524 0.237 0.326 0.396 0.311 0.471 0.361 0.399 0.439 0.334 0.283



(2)
A structure of composition C8H10Br2O2S at a distorted geometry, computed with the ωB97M-V functional and the def2-TZVPD basis.

```
! RIJCOSX wB97M-V def2-TZVPD def2/J DEFGRID3
* xyz 0 1
C -0.77 0.14 0.34
C -0.37 1.57 0.76
C 0.32 -0.97 0.73
C 0.53 2.21 -0.20
C 1.37 1.55 -0.99
C 1.94 0.21 -0.83
C 1.58 -0.83 -0.12
C 4.87 0.26 -0.67
O 3.43 -1.22 -2.41
O 3.55 1.23 -2.56
S 3.40 0.04 -1.79
Br 2.79 -2.35 -0.03
Br 4.30 0.37 1.14
H -1.57 -0.19 0.96
H -0.98 0.06 -0.82
H -1.32 2.11 0.55
H -0.14 1.72 1.79
H 0.69 -0.71 1.77
H -0.11 -1.97 0.53
H 0.38 3.36 -0.28
H 2.02 2.01 -1.78
H 5.21 1.19 -0.88
H 5.40 -0.67 -0.71
*
```

E	-6007.40792	a.u.
frontier orbital gap	9.03	eV
ΔE to the lowest compared entry with this formula, charge and spin	2.3	kcal per mole

Calculated atomic charges, method Mulliken, unit e: -0.902 -0.574 -0.578 -0.369 -0.759 0.163 0.203 -0.817 -0.560 -0.754 1.288 -0.106 -0.088 0.399 0.303 0.294 0.391 0.251 0.429 0.285 0.543 0.534 0.425



(3)
A structure of composition C8H10BrMgN2 at a distorted geometry, computed with the ωB97M-V functional and the def2-TZVPD basis.

```
! RIJCOSX wB97M-V def2-TZVPD def2/J DEFGRID3
* xyz 2 2
Mg -4.13 -19.36 0.63
Br -6.21 -19.11 1.79
N -7.81 -21.46 4.31
C -7.16 -22.42 5.02
C -8.09 -22.99 5.84
C -9.29 -22.62 5.41
C -9.14 -21.62 4.50
H -7.43 -20.71 3.75
H -6.09 -22.52 5.13
H -7.79 -23.59 6.69
H -10.21 -23.09 5.73
H -9.88 -21.08 3.93
N -6.59 -17.56 4.93
C -7.33 -18.39 5.59
C -6.98 -18.39 6.92
C -5.94 -17.41 7.03
C -5.53 -17.15 5.72
H -6.51 -17.44 3.93
H -8.18 -18.79 5.05
H -7.38 -18.87 7.80
H -5.43 -17.06 7.91
H -4.67 -16.61 5.35
*
```

E	-3193.75523	a.u.
frontier orbital gap (alpha / beta)	2.99 / 2.19	eV

Calculated atomic charges, method Mulliken, unit e: 1.100 -0.167 0.197 -0.442 -0.396 -0.446 -0.401 0.125 0.345 0.416 0.432 0.411 0.072 -0.301 -0.454 -0.282 -0.258 0.206 0.629 0.429 0.403 0.382



(4)
The molecule C8H10BrN3 at a distorted geometry, computed with the ωB97M-V functional and the def2-TZVPD basis.

```
! RIJCOSX wB97M-V def2-TZVPD def2/J DEFGRID3
* xyz 0 1
C 1.12 -2.48 -1.38
C -0.46 0.68 -2.49
C 0.75 -1.43 -2.11
C 0.43 -0.45 -2.88
C -1.37 1.17 1.65
C 1.05 1.03 0.93
C -0.17 -1.04 1.72
C -0.30 0.29 0.98
N 1.45 -3.38 -0.73
N -0.82 0.79 -1.28
N -0.75 -0.02 -0.35
Br 1.02 -0.23 -4.72
H -0.79 1.37 -3.23
H -2.33 0.67 1.62
H -1.10 1.34 2.69
H -1.45 2.13 1.14
H 1.81 0.39 0.48
H 0.96 1.94 0.34
H 1.36 1.29 1.93
H -1.14 -1.53 1.78
H 0.52 -1.70 1.20
H 0.21 -0.86 2.72
*
```

E	-3048.94811	a.u.
frontier orbital gap (alpha / beta)	6.69 / 7.93	eV
ΔE to the lowest compared entry with this formula, charge and spin	99.5	kcal per mole

Calculated atomic charges, method Mulliken, unit e: 0.337 -0.280 0.676 -0.264 -1.709 -1.619 -1.511 1.713 -0.556 -0.435 -0.073 -0.167 0.370 0.426 0.395 0.407 0.356 0.407 0.438 0.381 0.313 0.397



(5)
A structure of composition C8H10CdN2O5 at a distorted geometry, computed with the ωB97M-V functional and the def2-TZVPD basis.

```
! RIJCOSX wB97M-V def2-TZVPD def2/J DEFGRID3
* xyz 2 1
Cd -0.10 0.01 -0.27
C -0.07 1.23 1.59
O 0.00 1.57 2.69
C -0.07 2.46 -1.29
O -0.02 3.58 -1.52
C -2.55 0.04 -0.03
O -3.66 -0.01 0.24
C 2.51 0.26 -0.19
O 3.61 0.22 0.11
C -0.04 -1.73 -1.69
H 0.89 -2.29 -1.50
H -0.95 -2.35 -1.65
C -0.02 -0.56 -2.44
H -0.93 -0.19 -2.93
H 0.91 -0.18 -2.87
C 2.46 -2.94 3.22
N 1.12 -3.27 2.79
C 0.39 -2.51 1.95
N -0.87 -2.99 1.73
O 0.83 -1.43 1.47
H 2.81 -2.05 2.69
H 3.14 -3.77 2.99
H 2.48 -2.75 4.30
H 0.69 -4.11 3.15
H -1.42 -2.62 0.97
H -1.06 -3.93 2.06
*
```

E	-963.65267	a.u.
frontier orbital gap	8.04	eV
ΔE to the lowest compared entry with this formula, charge and spin	0.0	kcal per mole

Calculated atomic charges, method Mulliken, unit e: 1.721 0.070 -0.058 0.058 -0.093 0.020 -0.095 0.110 -0.106 -0.513 0.302 0.400 -0.662 0.366 0.375 -0.787 -0.236 0.748 -0.370 -0.667 0.252 0.311 0.311 0.189 0.139 0.214



(6)
A structure of composition C8H10Cl2N4 at a distorted geometry, computed with the ωB97M-V functional and the def2-TZVPD basis.

```
! RIJCOSX wB97M-V def2-TZVPD def2/J DEFGRID3
* xyz 0 1
C 1.59 -1.04 -0.96
C -1.30 -2.29 0.45
C 0.96 -1.48 1.45
C -0.77 -3.12 1.56
C 0.55 -0.95 0.06
C 0.77 3.10 -0.42
C -1.15 1.54 -1.28
C 0.36 1.73 -0.98
N 2.38 -1.19 -1.78
N 0.38 -2.42 2.03
N -0.75 -1.36 -0.20
N 0.55 0.94 0.24
Cl -2.94 -2.66 0.14
Cl 2.25 -0.59 2.20
H -1.39 -3.19 2.35
H -0.36 -4.07 1.15
H 0.14 3.46 0.29
H 1.80 3.19 0.01
H 0.67 3.77 -1.29
H -1.38 0.75 -1.93
H -1.53 2.35 -1.82
H -1.78 1.36 -0.45
H 1.10 1.25 -1.78
H -0.15 0.92 0.95
*
```

E	-1450.10898	a.u.
frontier orbital gap (alpha / beta)	8.97 / 8.97	eV
ΔE to the lowest compared entry with this formula, charge and spin	52.0	kcal per mole

Calculated atomic charges, method Mulliken, unit e: -0.207 0.368 0.318 -0.477 1.004 -1.507 -1.431 0.517 -0.513 -0.559 -0.283 -0.537 -0.168 -0.135 0.403 0.264 0.424 0.351 0.388 0.416 0.419 0.318 0.312 0.316